{
  "formula": "C37H64BF10HfN5O9S2",
  "method": "ωB97M-V/def2-TZVPD",
  "total_charge": 1,
  "multiplicity": 4,
  "e_above_lowest_kcal_mol": 57.52,
  "homo_energy_ev": [-9.66, -9.84],
  "elements": ["Hf", "C", "F", "F", "F", "S", "O", "O", "O", "C", "F", "F", "F", "S", "O", "O", "O", "B", "F", "F", "F", "F", "C", "C", "C", "C", "C", "C", "N", "O", "C", "C", "C", "H", "H", "H", "H", "H", "H", "H", "H", "H", "H", "H", "H", "H", "H", "H", "H", "H", "H", "C", "C", "C", "C", "C", "C", "N", "O", "C", "C", "C", "H", "H", "H", "H", "H", "H", "H", "H", "H", "H", "H", "H", "H", "H", "H", "H", "H", "H", "C", "C", "C", "C", "C", "C", "N", "O", "C", "C", "C", "H", "H", "H", "H", "H", "H", "H", "H", "H", "H", "H", "H", "H", "H", "H", "H", "H", "H", "N", "C", "C", "C", "C", "H", "H", "H", "H", "H", "N", "C", "C", "C", "C", "H", "H", "H", "H", "H"],
  "xyz": [[-1.347895, -0.373357, -3.025539], [1.161735, -0.839037, -6.572498], [-0.068546, -0.948286, -7.111687], [1.726473, -2.028248, -6.490679], [1.867870, 0.014029, -7.319713], [1.133159, -0.008830, -4.847619], [0.769980, -1.013970, -3.835409], [2.315137, 0.777928, -4.543144], [-0.105365, 0.772031, -4.723047], [-5.335150, -2.156632, -2.097292], [-5.641125, -3.155893, -1.249328], [-5.041767, -2.703151, -3.247403], [-6.340506, -1.322727, -2.211248], [-3.830435, -1.192021, -1.405503], [-4.076328, -0.801936, -0.038311], [-2.573302, -1.929401, -1.718782], [-3.578061, -0.078629, -2.280505], [0.118824, 0.028335, -0.823040], [0.836485, 0.148625, 0.339201], [-1.241329, 0.316067, -0.712429], [0.597960, 0.814567, -1.899256], [0.101000, -1.232431, -1.350589], [2.405942, -3.190507, 3.744799], [3.479557, -3.005929, 2.690733], [2.752283, -3.439715, 1.369622], [3.474498, -3.216634, 0.049303], [3.840893, -1.755357, -0.031537], [4.565477, -1.216182, 1.228913], [3.997441, -1.648273, 2.521985], [4.478022, -1.076219, 3.644152], [6.077470, -1.567401, 1.117219], [4.396225, 0.272801, 1.068995], [4.665728, -4.009435, 2.981734], [2.074002, -4.221111, 3.842912], [1.580249, -2.483755, 3.648020], [2.739103, -2.819822, 4.716845], [2.344240, -4.448325, 1.427483], [1.861009, -2.812151, 1.296041], [2.867528, -3.564486, -0.785821], [4.368241, -3.844682, 0.056313], [2.947388, -1.187399, -0.293455], [4.446055, -1.633778, -0.930910], [6.653878, -0.861084, 0.520991], [6.648221, -1.752929, 2.026260], [6.125971, -2.477615, 0.517688], [4.812865, 0.738488, 1.963117], [4.948293, 0.603004, 0.190921], [3.346856, 0.550697, 0.974192], [4.367494, -5.005497, 3.304705], [5.405932, -3.602503, 3.670496], [5.227666, -4.190478, 2.064322], [-1.275048, 4.869067, -4.301482], [-0.841813, 4.664947, -2.827505], [-0.768910, 6.041160, -2.144333], [-2.102240, 6.494316, -1.522466], [-2.595499, 5.364532, -0.702135], [-2.819089, 4.045298, -1.405258], [-1.526616, 3.569683, -2.047024], [-1.666868, 2.352093, -2.684869], [-3.274710, 3.160394, -0.177294], [-3.988062, 4.182397, -2.393569], [0.631987, 4.205098, -2.927664], [-2.138637, 5.532085, -4.349142], [-1.470547, 3.907857, -4.777248], [-0.428724, 5.280963, -4.849642], [-0.095316, 6.027965, -1.286314], [-0.465734, 6.802955, -2.861810], [-2.815264, 6.701180, -2.324471], [-2.012599, 7.467458, -1.039826], [-3.542261, 5.619475, -0.222686], [-1.957281, 5.226002, 0.173071], [-3.776765, 2.232217, -0.455866], [-2.418422, 2.828693, 0.409795], [-3.928203, 3.616808, 0.565491], [-4.880018, 4.262688, -1.770525], [-4.010077, 5.014477, -3.095665], [-4.160579, 3.263306, -2.954893], [0.940504, 3.890894, -1.929625], [1.323279, 5.023562, -3.131442], [0.868888, 3.369261, -3.585248], [-3.836456, -4.111628, 5.448120], [-3.166216, -4.637657, 4.156209], [-4.372387, -4.836130, 3.218251], [-4.026843, -5.031248, 1.787308], [-3.103608, -3.914943, 1.279668], [-1.781207, -3.769381, 2.166344], [-2.206159, -3.657333, 3.602406], [-1.188566, -3.302223, 4.529062], [-0.842357, -4.894439, 1.761462], [-1.141394, -2.459122, 1.717247], [-2.637487, -6.070762, 4.467290], [-3.003851, -4.110359, 6.155173], [-4.521327, -4.826727, 5.902460], [-4.286196, -3.120481, 5.425911], [-5.145246, -5.516146, 3.577314], [-4.970393, -3.919729, 3.188478], [-4.844405, -5.152410, 1.076519], [-3.423025, -5.937871, 1.691021], [-3.685419, -2.993496, 1.224113], [-2.808459, -4.114219, 0.248741], [-1.224175, -5.868853, 2.068506], [-0.660752, -4.911864, 0.687778], [0.100675, -4.822742, 2.306338], [-1.021836, -2.427712, 0.635037], [-1.774748, -1.596091, 1.927827], [-0.207517, -2.300263, 2.256744], [-2.542437, -6.795631, 3.658766], [-3.280608, -6.571838, 5.190729], [-1.662181, -5.976169, 4.947768], [4.373575, 4.365859, -2.890053], [3.694708, 3.176013, -3.164651], [3.510953, 2.433117, -2.011416], [4.010201, 3.277280, -0.961182], [4.697107, 4.308252, -1.568597], [4.787484, 4.999698, -3.554103], [3.390030, 2.904315, -4.163122], [3.017466, 1.477501, -1.930816], [3.881578, 3.192948, 0.107487], [5.231599, 5.087921, -1.047108], [-0.128604, 3.065008, 1.498578], [0.934423, 3.414272, 0.694492], [1.190790, 4.752911, 0.832178], [0.301980, 5.228389, 1.834422], [-0.542107, 4.190137, 2.154535], [-0.556554, 2.195325, 1.773556], [1.451349, 2.739739, 0.029489], [1.972918, 5.189799, 0.229883], [0.252029, 6.255408, 2.162540], [-1.359115, 4.155928, 2.858692]],
  "forces_ev_per_angstrom": [[0.9997, 0.9442, 1.4253], [-0.1225, 1.1127, -0.1098], [0.8701, -0.0302, 0.8435], [-0.0708, 0.3749, -0.1056], [-0.1254, -0.7558, 0.0834], [0.2532, 1.5958, 2.7993], [0.5927, -2.7096, 0.1265], [-1.0841, -1.7627, -1.6322], [-2.3910, 1.4452, -1.4129], [0.6301, -0.4757, 1.4182], [0.1331, 0.7559, -0.1440], [0.2992, 0.1058, -0.7928], [-0.1107, 0.1078, 0.0062], [1.1424, -0.1993, 2.1016], [-0.3281, -1.2446, -1.3989], [0.3144, -1.8570, 0.2236], [-0.5813, 3.3847, -2.9978], [1.1596, 1.4431, 0.9971], [-0.1866, -0.0117, -0.2867], [-0.9961, 0.5845, -0.1126], [-0.3423, 0.3034, 0.0710], [0.1087, -2.6667, -0.7410], [0.1231, 1.9578, 1.8774], [-1.6877, -2.6693, -1.2658], [-0.5961, 0.8264, -0.6545], [0.6135, -0.6935, 1.0374], [-0.5481, -1.0981, -0.5485], [-0.2510, 1.2814, -2.2478], [4.7637, 1.2470, 6.4629], [-3.3263, -2.7040, -6.6338], [0.4452, -1.2845, -0.1042], [0.1939, 1.1372, 1.2614], [1.0842, 0.8187, -0.7592], [0.0507, 0.1571, -0.2708], [-0.3840, -0.4452, -0.8113], [0.5453, -0.6197, 0.2231], [0.4062, -0.1033, 0.4802], [-0.2046, 0.0457, 0.2399], [-0.0727, 0.2214, 0.0186], [0.1837, -0.0042, -0.2698], [-0.1268, 0.1650, 0.6003], [0.6002, 0.3943, 0.3936], [-0.5404, 0.5126, 0.1805], [-0.4073, 0.1969, 0.2498], [0.1033, -0.2243, 0.2410], [0.0421, 0.4470, -0.1965], [-0.1251, -0.0126, 0.0420], [0.0282, 0.0119, -0.0092], [-0.6927, 0.3756, 0.2097], [-0.3278, 0.0684, 0.3222], [-0.0689, 0.1290, -0.1428], [-0.6241, -0.6014, 0.5909], [2.7402, -0.3858, -1.3515], [-1.2770, 0.3413, 1.2413], [0.2394, 0.1496, -1.8219], [-0.2854, 0.8199, 1.4808], [-0.5948, -0.3103, 1.5564], [-2.8068, -1.6367, -2.1823], [0.7670, 3.3432, 1.7271], [0.6324, -1.5014, -0.6968], [-0.4690, -0.8511, 0.0802], [0.4846, -0.3092, 1.1497], [-0.0230, -0.0716, -0.3471], [-0.2899, -0.0050, 0.0841], [-0.0952, 0.3133, 0.1771], [0.4672, -0.1928, -0.2817], [0.3977, -0.3169, -0.1349], [-0.1304, -0.0615, -0.1581], [0.2011, -0.2648, 0.4934], [-0.2278, 0.0411, -0.2449], [0.4145, -0.1977, -0.1580], [-0.0019, 0.0110, -0.3879], [0.2664, 0.1680, -0.2539], [-0.0833, 0.6695, -0.5308], [-0.0427, 0.2499, 0.0268], [0.4656, 0.0584, 0.1585], [0.3137, -0.0706, -0.0761], [0.0039, -0.1624, 0.0130], [-0.2882, 0.1928, -0.4091], [-0.4739, 0.0603, -0.2068], [1.9401, -0.2152, 0.9481], [-2.7913, -1.1661, 0.1108], [-1.1401, 1.7732, -0.8001], [1.7720, -0.8697, -1.2538], [0.0053, -0.1700, 0.8862], [-1.7204, 1.1675, -1.6452], [3.6689, -0.2939, 2.5703], [-3.3548, -1.1633, -3.4770], [0.1773, -0.8747, 1.3953], [-0.1771, 0.5657, 0.5940], [0.9641, 0.4139, 0.5225], [-0.1216, 0.5289, 0.3715], [-0.2509, -0.0691, -0.5857], [0.1094, -0.0509, -0.4179], [0.6667, -0.6149, 0.3155], [0.1743, 0.4898, 0.4049], [-0.3358, 0.0683, 0.3709], [-0.1804, -0.3805, -0.1048], [0.2716, 0.2920, 0.3899], [0.2294, -0.0971, 0.0298], [-0.1685, -0.0498, -0.2417], [-0.0634, 0.2103, 0.0489], [0.1605, 0.2600, -0.1207], [0.3155, -0.3526, -0.0048], [-0.1626, -0.0911, 0.2532], [0.1328, 0.0300, -0.2465], [-0.0228, 0.4724, -0.4237], [-0.1866, 0.3035, 0.0333], [0.1079, -0.0977, 0.0114], [0.0059, -1.9789, 0.2325], [0.1663, -0.3409, -0.4353], [-0.0541, 1.7964, -0.1910], [1.0227, -0.4191, -0.5499], [-1.0707, 0.9430, 1.4868], [-0.1338, -0.2403, -0.0487], [0.1466, 0.1917, -0.0038], [-0.1570, 0.1688, -0.1153], [0.3115, -0.2992, -0.0059], [-0.0311, 0.1717, -0.2925], [-0.1493, 0.7628, 0.2784], [-0.0093, -0.6250, -0.3094], [0.0139, -1.0679, 0.2733], [-0.3273, 0.5205, -0.6436], [0.5203, 0.5550, 0.6544], [0.5479, -0.3160, -0.7025], [-0.2761, -0.2607, 0.1436], [-0.0738, 0.4998, 0.3238], [-0.1967, -0.1159, 0.1724], [0.0558, -0.0229, -0.0266]],
  "lowdin_charge": [1.93, -0.62, 0.14, 0.18, 0.15, 0.61, -0.42, -0.23, -0.41, -0.65, 0.14, 0.18, 0.19, 0.57, -0.23, -0.42, -0.40, -1.41, 0.19, 0.12, 0.10, 0.12, -0.02, -0.42, -0.13, -0.16, -0.13, -0.43, 0.12, 0.19, 0.03, -0.02, 0.03, 0.11, 0.09, 0.10, 0.13, 0.11, 0.13, 0.11, 0.11, 0.14, 0.11, 0.10, 0.08, 0.10, 0.10, 0.09, 0.11, 0.10, 0.08, -0.01, -0.44, -0.12, -0.17, -0.18, -0.43, 0.02, -0.12, -0.02, -0.01, -0.05, 0.07, 0.08, 0.09, 0.11, 0.13, 0.10, 0.12, 0.13, 0.10, 0.07, 0.06, 0.09, 0.09, 0.08, 0.08, 0.06, 0.09, 0.07, -0.04, -0.47, -0.17, -0.19, -0.12, -0.45, -0.02, -0.04, -0.02, -0.04, -0.02, 0.08, 0.09, 0.09, 0.13, 0.12, 0.12, 0.10, 0.10, 0.11, 0.07, 0.10, 0.07, 0.08, 0.10, 0.06, 0.07, 0.09, 0.08, 0.04, -0.14, -0.10, -0.13, -0.15, 0.15, 0.09, 0.08, 0.08, 0.11, 0.03, -0.15, -0.11, -0.10, -0.16, 0.14, 0.08, 0.09, 0.10, 0.12]
}